# 1
Density functional theory data (the ωB97M-V functional and the def2-TZVPD basis) for a molecular structure, C24H23F3FeN7O7P2.

Computed properties:
**E_HOMO**: -0.16996 Ha

Geometry as ORCA input:
```
! RIJCOSX wB97M-V def2-TZVPD def2/J DEFGRID3
* xyz -1 1
Fe 0.13975 0.27314 -0.27471
N 1.03988 0.47280 3.84817
C 0.01931 -0.44788 3.83837
C -0.42621 -0.47111 2.55994
N 0.29957 0.40415 1.78882
C 1.19055 0.95797 2.58920
C 2.25516 1.91270 2.29583
N 2.42641 2.61336 1.21111
C 3.58229 3.32049 1.39638
C 4.12271 3.04511 2.61601
N 3.25991 2.14942 3.19562
H 1.62725 0.66916 4.63579
H -0.27836 -0.99491 4.71379
H -1.19151 -1.08621 2.12756
H 3.96319 3.98167 0.63575
H 5.01582 3.38163 3.11148
H 3.41958 1.69020 4.07241
C -2.77022 -1.10352 -0.37799
N -1.95066 0.08781 -0.19064
C -2.52938 1.23522 -0.17956
C -1.73677 2.41392 -0.23409
C -2.07130 3.77139 -0.23823
C -0.86718 4.45213 -0.44438
C 0.12844 3.46864 -0.55448
N -0.38968 2.24176 -0.43389
C -2.92895 -1.94068 0.86976
C -3.75781 -1.49572 1.89645
C -3.86988 -2.21143 3.07864
C -3.15127 -3.38960 3.24394
C -2.33848 -3.84979 2.21770
C -2.23271 -3.13302 1.03271
H -2.30174 -1.70874 -1.15570
H -3.76509 -0.80323 -0.73019
H -3.62033 1.32177 -0.19542
H -3.05884 4.19038 -0.11263
H -0.72053 5.51928 -0.51065
H 1.18284 3.60193 -0.72689
H -4.30095 -0.56396 1.77626
H -4.51067 -1.84787 3.87298
H -3.22509 -3.94510 4.17103
H -1.76088 -4.75727 2.33773
H -1.56996 -3.48215 0.25112
O 4.55140 -0.66798 -0.53510
P 3.06964 -0.77481 0.08317
O 3.17689 -0.76927 1.56920
O 2.19735 0.21125 -0.64847
O 2.62921 -2.26939 -0.39444
P 1.19277 -2.85424 0.15890
O 1.47382 -2.93777 1.73370
O 0.91623 -4.18984 -0.39592
O 0.19437 -1.75551 -0.15072
H 4.49397 -0.52211 -1.48503
H 2.03698 -2.17479 1.98931
F 1.50509 -0.17563 -7.02776
C 0.22787 -0.22429 -6.60013
F -0.27809 -1.39353 -7.04027
F -0.43630 0.75434 -7.23896
C 0.13677 -0.10655 -5.10537
C 0.77890 -1.04408 -4.31304
C 0.69140 -0.91910 -2.93817
N 0.01045 0.06964 -2.35162
C -0.61102 0.96170 -3.11975
C -0.57539 0.91453 -4.50556
H 1.33886 -1.86082 -4.74755
H 1.16564 -1.62331 -2.27295
H -1.14537 1.74449 -2.59914
H -1.08972 1.66317 -5.08946
*
```

These are the Mulliken partial charges, in e, on atoms 1 to 5: atom 1 (Fe): 0.670, atom 2 (N): -0.141, atom 3 (C): -1.047, atom 4 (C): -0.304, atom 5 (N): 0.917

***

# 2
Density functional theory data (the ωB97M-V functional and the def2-TZVPD basis) for 3 unconnected molecules or ions with the total composition C4H8O.

Computed properties:
**SMILES**: C1=CC1.[H][H].C=O
**E_HOMO**: -0.35267 Ha

Geometry as ORCA input:
```
! RIJCOSX wB97M-V def2-TZVPD def2/J DEFGRID3
* xyz 0 1
C -0.36064 0.75314 -0.80400
C -1.00729 -0.36015 -0.93464
C -1.35656 0.44809 0.27136
H 0.22136 1.50391 -1.30795
H -1.29534 -1.18011 -1.56975
H -1.01475 0.12672 1.26204
H -2.30918 0.97729 0.27324
H 0.40199 -1.83376 0.50826
H -0.16942 -1.94851 0.04369
C 1.70697 0.38171 0.54811
O 1.57977 -0.58316 1.26572
H 2.21093 0.32833 -0.43572
H 1.39217 1.38649 0.87964
*
```

These are the Mulliken partial charges, in e, on atoms 1 to 5: atom 1 (C): -0.421, atom 2 (C): -0.537, atom 3 (C): -0.352, atom 4 (H): 0.485, atom 5 (H): 0.423

***

# 3
Density functional theory data (the ωB97M-V functional and the def2-TZVPD basis) for a molecular structure, C13H20F5N4O3PdS.

Computed properties:
**E_HOMO (spin up / spin down)**: -0.41121 / -0.41121 Ha

Geometry as ORCA input:
```
! RIJCOSX wB97M-V def2-TZVPD def2/J DEFGRID3
* xyz 1 1
Pd -0.10740 -0.15970 0.59440
C 3.19570 -0.54220 0.78300
O 2.27290 0.25140 0.05420
C 2.52160 1.64680 0.18980
C 1.50010 2.38800 -0.66250
O 0.20470 2.13910 -0.14320
C -0.80130 2.84800 -0.84610
H 4.22120 -0.29100 0.49350
H 2.99050 -1.58180 0.52520
H 3.08880 -0.39280 1.86260
H 3.53360 1.88210 -0.16650
H 2.43120 1.94880 1.24110
H 1.56530 2.03770 -1.70480
H 1.70750 3.46640 -0.62910
H -0.62500 3.92580 -0.75410
H -1.75180 2.59180 -0.38140
H -0.81450 2.56980 -1.90690
N -3.04730 -2.41790 -0.26340
C -3.19220 -1.07650 -0.13810
N -4.44670 -0.62170 0.03030
O -2.23310 -0.30520 -0.25130
H -3.80670 -3.05750 -0.11030
H -2.11400 -2.79240 -0.27850
H -5.20440 -1.24930 0.23530
H -4.58100 0.35770 0.20790
F 0.93490 1.14510 2.98330
C -0.00190 0.20040 2.65980
F 0.21910 -0.85600 3.50740
C -1.39700 0.74480 2.91400
F -1.66420 1.71340 2.01230
F -2.28940 -0.24170 2.65270
F -1.67080 1.21720 4.12320
N 0.42490 -7.21920 -1.45010
C 0.05870 -6.67900 -0.28240
S -0.66360 -7.61830 0.87160
C 0.20930 -5.23550 -0.06180
C 0.46020 -4.33050 -1.09980
C 0.49340 -2.97400 -0.82070
N 0.29180 -2.47980 0.40200
C 0.08280 -3.33370 1.40640
C 0.04970 -4.70330 1.22120
H 0.29990 -8.21280 -1.56620
H 0.99020 -6.74290 -2.13230
H 0.60700 -4.66010 -2.11740
H 0.69390 -2.24640 -1.60130
H -0.06170 -2.89990 2.38520
H -0.09590 -5.36350 2.05950
*
```

These are the Mulliken partial charges, in e, on atoms 1 to 5: atom 1 (Pd): 0.685, atom 2 (C): -0.835, atom 3 (O): -0.181, atom 4 (C): -0.472, atom 5 (C): -0.663

***

Values for energy relative to the best compared isomer or geometry (same formula, charge and spin), kcal/mol, ordered as above
0.00; 116.97; 23.34
Values for energy, eV, ordered as above
-111154.888; -6320.096; -53804.537